Formula: H24O12
Source: the OMol25 dataset
Level of theory: ωB97M-V/def2-TZVPD

XYZ file:
```
36
H24O12 | the OMol25 dataset | ωB97M-V/def2-TZVPD
O -1.17789 -2.96739 0.59967
H -0.68689 -2.22739 0.18667
H -0.58689 -3.69539 0.41567
O 1.17711 -0.40639 -3.20033
H 0.94111 0.38361 -2.72333
H 0.64811 -0.41639 -3.99533
O 1.07011 -2.09039 -1.04333
H 0.87611 -1.41339 -1.68733
H 0.94511 -2.93839 -1.44533
O -1.47789 -0.53539 -1.52633
H -1.60389 -1.18239 -2.21533
H -1.49389 0.33861 -1.97333
O -1.98589 0.95861 2.16667
H -1.32089 0.49261 1.67467
H -2.15589 0.42361 2.93967
O 2.49111 1.93861 2.10767
H 1.71011 2.40061 1.81867
H 2.72811 1.32961 1.41567
O 0.37411 -2.22539 2.92767
H 0.25511 -3.13839 3.18567
H 0.05911 -2.25639 2.07967
O 0.08311 2.85061 0.67367
H -0.48089 2.48461 1.39367
H 0.04711 2.21561 -0.00833
O -4.11489 1.01761 0.33967
H -3.23089 0.86961 0.66167
H -4.74789 0.70161 0.95867
O 2.93011 0.15961 0.08667
H 3.25011 0.80161 -0.52033
H 3.67511 -0.39639 0.28467
O 0.13211 -0.01039 0.62167
H 0.96511 0.17061 0.21267
H -0.49589 -0.08339 -0.07433
O 0.45411 1.83061 -1.79433
H 1.06311 2.24361 -2.45233
H -0.31489 2.37161 -2.09133
```

2S+1: 1
largest force on an atom: 0.07451 Eh/bohr
ΔE to the lowest compared entry with this formula, charge and spin: 222.2 kJ/mol
SMILES: O.O.O.O.O.O.O.O.O.O.O.O
frontier orbital gap: 0.3399 Eh



Formula: H24O12
Source: the OMol25 dataset
Level of theory: ωB97M-V/def2-TZVPD

XYZ file:
```
36
H24O12 | the OMol25 dataset | ωB97M-V/def2-TZVPD
O -2.33331 -2.45436 -2.52794
H -2.18931 -1.84936 -1.83394
H -2.71431 -3.22336 -2.13694
O -2.55631 -0.62736 -0.46694
H -3.45431 -0.72136 -0.76594
H -2.36531 -0.96736 0.39706
O -1.28931 1.99664 0.86206
H -0.34431 1.96964 0.97906
H -1.40031 2.30664 -0.01794
O -4.21931 1.41964 -0.31094
H -4.76431 1.45764 0.45606
H -3.42531 1.01464 0.06706
O 3.06869 0.80164 0.18606
H 2.57469 0.58364 -0.57394
H 3.39869 -0.05136 0.55606
O -1.88331 -1.16736 2.03606
H -1.56031 -0.31736 2.29606
H -2.73231 -1.28936 2.41506
O 1.17169 2.52864 1.63106
H 1.17869 3.47864 1.55706
H 1.84169 2.16564 1.04806
O 0.96869 2.03664 -1.48994
H 1.41369 2.82564 -1.81794
H 0.50669 1.65964 -2.24194
O 0.20769 -0.20036 -0.04494
H 0.67969 0.46264 -0.60094
H -0.72731 -0.22736 -0.34594
O 3.03769 -0.56336 -2.17794
H 3.54269 -1.28236 -1.80294
H 2.18769 -0.95736 -2.32494
O 2.40869 -2.66636 0.02006
H 1.71469 -2.12936 0.34706
H 1.97569 -3.24636 -0.58394
O 2.04169 -1.32636 2.32406
H 1.28269 -0.70936 2.34306
H 2.75669 -0.73036 2.54506
```

2S+1: 1
largest force on an atom: 0.05529 Eh/bohr
ΔE to the lowest compared entry with this formula, charge and spin: 172.7 kJ/mol
SMILES: O.O.O.O.O.O.O.O.O.O.O.O
frontier orbital gap: 0.3868 Eh



Formula: H24O12
Source: the OMol25 dataset
Level of theory: ωB97M-V/def2-TZVPD

XYZ file:
```
36
H24O12 | the OMol25 dataset | ωB97M-V/def2-TZVPD
O -30.55488 31.59372 13.49037
H -30.07968 32.42437 13.51154
H -31.34270 31.75464 14.00967
O -26.46316 33.00521 11.76291
H -25.63125 32.82937 12.20250
H -27.10210 32.47250 12.23641
O -27.85685 30.29825 12.13761
H -28.51399 30.15379 12.81844
H -28.35759 30.32328 11.32221
O -29.67254 32.78150 10.69328
H -30.33914 33.29414 10.23603
H -29.43428 33.31775 11.44952
O -29.73997 29.06651 13.96044
H -30.29580 28.48690 14.48135
H -30.23791 29.88136 13.89481
O -30.18052 30.26793 10.74519
H -30.64180 29.97657 11.53168
H -30.06137 31.20922 10.87171
O -29.07716 31.66011 8.27233
H -29.21361 31.95889 9.17140
H -28.43374 30.95553 8.34862
O -28.68686 27.74921 9.55932
H -27.99111 28.32509 9.24226
H -29.47601 28.29040 9.53512
O -24.77008 29.67221 13.02094
H -24.89280 29.51107 12.08541
H -25.62828 29.50061 13.40861
O -27.18091 29.81615 8.67042
H -26.79502 29.60642 7.81993
H -26.43556 30.06338 9.21774
O -27.53680 27.33644 12.51358
H -28.08997 27.48627 11.74690
H -27.77313 28.03767 13.12076
O -27.01663 28.97670 14.88144
H -27.28867 28.30849 15.51049
H -27.80213 29.50429 14.73698
```

2S+1: 1
largest force on an atom: 0.02708 Eh/bohr
ΔE to the lowest compared entry with this formula, charge and spin: 179.8 kJ/mol
SMILES: O.O.O.O.O.O.O.O.O.O.O.O
frontier orbital gap: 0.3373 Eh



Formula: H24O12
Source: the OMol25 dataset
Level of theory: ωB97M-V/def2-TZVPD

XYZ file:
```
36
H24O12 | the OMol25 dataset | ωB97M-V/def2-TZVPD
O 0.53291 -0.48309 -2.25878
H -0.37798 -0.19384 -2.20524
H 1.01294 0.28959 -2.55675
O -1.21390 -2.88304 -1.17420
H -0.84942 -3.49228 -0.53215
H -1.30441 -2.05788 -0.69760
O 2.81018 -1.16910 1.95663
H 3.56024 -0.79158 1.49716
H 2.04940 -0.87764 1.45414
O -0.03168 -1.71300 1.93715
H 0.37989 -0.99823 1.45139
H -0.96521 -1.50159 1.93018
O -1.84214 0.46315 1.18744
H -2.33101 1.28078 1.09404
H -1.05934 0.58899 0.65113
O 0.60466 0.59858 2.39803
H 0.56045 1.01197 1.53582
H 0.97033 1.27384 2.96947
O -0.74403 1.89105 -0.92693
H -1.01119 1.05124 -1.30054
H -0.64824 2.47039 -1.68286
O 0.12379 -0.18116 -0.04831
H 1.03047 0.11162 0.04350
H 0.06594 -0.50472 -0.94729
O -1.43072 0.26351 -2.01724
H -1.89405 0.35222 -2.85012
H -1.67357 -0.60594 -1.69894
O 1.95456 0.53654 -0.37115
H 2.18381 1.32488 0.12096
H 2.66632 0.43239 -1.00267
O 0.31624 2.10263 0.91565
H 1.23526 2.36929 0.89317
H 0.12776 1.81543 0.02222
O -1.69368 -1.21524 -0.17418
H -0.84812 -0.77860 -0.07120
H -2.26648 -0.78119 0.45807
```

2S+1: 1
largest force on an atom: 0.18797 Eh/bohr
ΔE to the lowest compared entry with this formula, charge and spin: 1707.6 kJ/mol
frontier orbital gap: 0.2879 Eh



Formula: H24O12
Source: the OMol25 dataset
Level of theory: ωB97M-V/def2-TZVPD

XYZ file:
```
36
H24O12 | the OMol25 dataset | ωB97M-V/def2-TZVPD
O -0.81998 0.54426 -0.33243
H -1.58002 0.28513 0.21768
H -0.73898 -0.26078 -0.82179
O 0.02916 0.84850 -4.53367
H -0.74119 0.69009 -5.18043
H 0.72903 0.36615 -4.99833
O -0.21499 0.18055 2.20160
H -0.22921 0.79023 1.50706
H -1.11822 -0.17534 2.32888
O -3.63510 0.70500 0.30195
H -3.37553 0.21051 1.14044
H -4.23240 1.35352 0.65670
O 1.41024 -1.83727 1.50949
H 0.53660 -2.29624 1.79432
H 2.12225 -2.44945 1.76713
O 0.76400 2.64096 -0.13548
H 1.20158 1.76180 0.06440
H 0.01517 2.32535 -0.55639
O 1.32072 1.07754 -1.53888
H 1.03927 1.34068 -2.41341
H 0.68735 0.57910 -1.11622
O 3.78616 0.02606 1.50168
H 2.93173 0.36030 1.46483
H 4.14917 0.44404 0.67735
O 2.79391 -3.64347 -0.11591
H 3.08281 -2.75119 -0.34225
H 1.93074 -3.39397 0.29010
O -2.71822 2.88791 -1.16206
H -2.16351 3.03447 -1.89751
H -2.64650 1.90752 -1.11594
O 1.45486 -0.96804 -1.79173
H 2.22219 -0.97875 -1.32571
H 0.78818 -1.47057 -1.27391
O -2.87645 -1.52752 4.78371
H -3.34394 -1.88093 4.11364
H -2.56085 -0.72615 4.33109
```

2S+1: 1
largest force on an atom: 0.13222 Eh/bohr
ΔE to the lowest compared entry with this formula, charge and spin: 675.2 kJ/mol
SMILES: O.O.O.O.O.O.O.O.O.O.O.O
frontier orbital gap: 0.2738 Eh



Formula: H24O16S
Source: the OMol25 dataset
Level of theory: ωB97M-V/def2-TZVPD

XYZ file:
```
41
H24O16S | the OMol25 dataset | ωB97M-V/def2-TZVPD
S -0.00202 0.42435 0.12581
O 0.22291 0.38886 1.55988
O 0.91874 -0.52568 -0.49441
O -1.36194 0.05382 -0.17226
O 0.32231 1.67995 -0.58411
O -2.91634 1.76689 -0.96211
H -2.28215 1.19453 -0.42806
H -2.46907 2.47598 -1.39453
O -0.19870 2.08196 -2.94526
H -0.38197 1.19056 -3.12002
H -0.08823 2.09528 -1.99438
O -3.09784 -1.09758 1.51369
H -2.36356 -0.82850 0.93717
H -3.68152 -1.13548 0.88239
O 1.39630 -1.19417 3.11089
H 0.76946 -1.83420 2.71950
H 0.98065 -0.51053 2.57985
O -1.94964 -1.99255 -2.08976
H -1.94271 -1.23187 -1.38286
H -2.67763 -1.79529 -2.69422
O 1.59369 -2.04438 -2.42809
H 1.20503 -1.67746 -1.68476
H 2.50812 -1.62293 -2.65095
O -0.05906 1.49501 3.75023
H 0.17916 1.03323 2.88830
H 0.81336 1.51703 4.15441
O 3.43305 -0.48686 -0.05078
H 2.69242 -0.66017 -0.57872
H 3.43337 0.56135 -0.00891
O 2.77181 2.03796 -1.37331
H 1.93856 1.79407 -0.91574
H 3.03241 2.84609 -1.03731
O -2.02463 -3.15916 0.37334
H -1.74644 -2.97201 -0.47720
H -2.45285 -2.38372 0.67959
O 0.91906 3.90169 0.51070
H 0.58111 3.25610 -0.13985
H 0.76695 3.37325 1.49652
O 0.64685 -2.84371 0.95794
H -0.26047 -3.02205 0.87761
H 0.83144 -2.14966 0.48978
```

2S+1: 1
largest force on an atom: 0.15837 Eh/bohr
ΔE to the lowest compared entry with this formula, charge and spin: 432.9 kJ/mol
charge: -2
frontier orbital gap: 0.3363 Eh